Here is 11 unconnected molecules or ions with the total composition C66H165N11 from the OMol25 dataset. Energies are from ωB97M-V/def2-TZVPD.

Results
F_max ... 3.134 eV Å⁻¹
Kohn-Sham gap ... 8.5 eV
Energy relative to the best compared isomer or geometry (same formula, charge and spin) ... 322.55 kJ/mol
Structure (SMILES) ... CCN(CC)CC.CCN(CC)CC.CCN(CC)CC.CCN(CC)CC.CCN(CC)CC.CCN(CC)CC.CCN(CC)CC.CCN(CC)CC.CCN(CC)CC.CCN(CC)CC.CCN(CC)CC
LUMO ... 0.6266 eV

```
242
Properties=species:S:1:pos:R:3:forces:R:3:lowdin_charge:R:1
H -1.5508 -7.2541 1.1778 -0.09 0.30 0.60 0.104
H -0.3371 -2.3275 -3.1738 -0.04 -0.09 -0.19 0.071
C 1.7186 3.5248 -7.8058 0.49 -0.09 0.11 -0.081
C 4.6574 3.9977 -0.6023 -0.76 -0.62 -0.39 -0.292
C -2.3428 -9.8193 -1.0335 0.17 0.62 0.33 -0.093
H 8.1049 1.4571 -0.3887 0.10 0.19 -0.04 0.072
H -3.1160 6.2632 -2.9605 0.05 -0.04 -0.84 0.085
H 2.7485 4.7873 -3.6489 0.15 -0.06 0.31 0.075
H 3.6716 -2.1540 1.8366 0.10 -0.09 -0.10 0.073
H 0.6256 5.0857 -4.7214 -0.41 0.29 0.08 0.111
H 5.8929 1.8718 0.5214 0.39 0.26 0.41 0.075
H 1.8333 2.9079 8.2555 0.54 -0.36 -0.16 0.110
C 0.9538 0.3235 -0.3958 0.08 -0.29 -1.35 -0.225
N 5.8764 3.3868 -1.0175 1.41 -1.31 -0.08 -0.164
C 0.3154 1.0358 5.8374 0.11 -0.93 0.69 -0.237
H 5.5459 1.1891 -7.0379 0.20 0.39 0.54 0.096
H 3.4133 5.6228 -1.2957 -0.14 -0.20 -0.27 0.060
H 3.2332 3.6880 2.0058 -0.15 0.05 0.01 0.045
N 4.7033 0.7304 -5.1378 -0.33 -0.84 0.51 -0.174
H -2.0343 -5.3068 -1.4623 0.26 0.21 0.32 0.098
H -3.3105 -9.6690 -1.5119 0.12 0.23 -0.21 0.073
H -1.4616 2.2924 -4.9117 0.29 0.28 0.41 0.081
H 5.1285 1.9524 5.0671 0.04 0.02 0.03 0.068
H 3.7829 0.5933 -2.3518 -0.14 -0.25 0.27 0.046
H -1.7366 -0.0496 -5.1697 0.30 -0.22 -0.04 0.060
C 1.9851 4.0114 -3.5909 0.37 0.19 -0.14 -0.088
H 7.9387 3.6957 -1.0549 0.00 -0.07 0.02 0.099
C 1.2197 2.7930 7.3620 0.20 -1.64 -0.02 -0.254
C 5.3779 1.7369 -4.3146 1.04 -0.01 -1.48 -0.240
H 7.1893 2.9322 -4.3029 -0.09 0.18 -0.06 0.063
H -5.4968 2.8279 -0.1035 0.26 -0.36 0.14 0.108
H -2.6701 1.4800 -2.9609 0.30 -0.21 0.80 0.096
C 5.5094 1.1136 4.4845 0.25 -0.18 0.05 -0.067
H 1.8323 4.7154 6.8688 -0.08 0.32 -0.33 0.075
H -5.2910 4.1711 -2.1572 -0.17 0.29 0.14 0.068
C -1.3924 -8.6041 -1.1687 -1.21 -0.01 -0.37 -0.255
H 0.9479 -1.5630 1.5484 0.20 -0.25 -0.04 0.100
H -1.9126 4.7468 -5.7359 0.26 -0.04 -0.17 0.050
H -3.1870 -7.4742 4.5248 0.38 -0.22 -0.53 0.116
H -0.9164 6.5995 -0.4428 -0.04 0.20 0.20 0.057
C -5.4549 -2.3776 2.9558 -0.64 1.58 -0.34 -0.230
H 2.4409 -0.3297 2.3180 -0.38 0.58 0.38 0.070
H -5.5760 -5.9657 5.6301 -0.39 -0.02 0.71 0.063
H -2.5574 -9.9913 0.0212 0.10 -0.33 -0.01 0.055
H 6.5820 2.6475 -5.9590 -0.15 0.27 0.21 0.055
H -4.9201 -4.8364 6.9114 0.23 -0.29 -0.13 0.084
C 0.7322 1.7947 0.0129 -0.36 -0.90 0.66 -0.047
C -0.0074 0.3706 8.7919 0.38 -0.55 0.46 -0.091
H -2.1863 4.7099 -3.3483 -0.76 -0.02 -0.23 0.062
H -1.9273 2.5710 -7.9216 0.01 -0.43 -0.25 0.097
C 0.0183 -5.8850 -0.6873 -0.53 0.13 -0.01 -0.070
H -0.1023 3.8349 -3.7116 -0.29 -0.34 -0.30 0.093
H 0.4766 1.6765 4.9704 -0.38 0.48 0.36 0.095
C 3.1242 3.4855 3.0713 -0.22 -1.70 -0.26 -0.055
H -7.5176 -3.8446 3.0289 0.46 -0.12 0.16 0.119
H -1.2149 -2.0167 2.7371 -0.16 -0.83 -0.13 0.036
H -4.2427 -5.1001 3.8887 0.13 -0.62 -0.23 0.091
H 0.8646 1.8858 1.0910 -0.28 0.33 0.07 0.049
N 0.2748 5.6271 -2.7059 0.87 0.11 -0.22 -0.147
C -2.3707 4.1029 -6.4867 0.56 -0.33 -0.99 -0.061
C -4.9413 -2.9461 0.0106 2.19 0.22 -0.23 -0.088
H -1.9563 -5.5408 3.4967 -0.16 0.10 -0.38 0.099
H 0.2358 2.9828 7.7910 -0.58 0.41 -0.41 0.105
H -6.5086 -4.5479 1.7001 0.48 -0.45 0.50 0.107
H -3.9818 -0.9160 2.3386 0.17 0.27 0.09 0.027
H -0.7257 -2.5977 -0.8358 -0.16 0.08 -0.26 0.087
H -8.1442 -3.9433 0.0803 -0.05 0.37 -0.03 0.072
H 0.1476 -0.4191 9.5271 -0.51 -0.19 0.10 0.071
H -0.1350 -5.7093 0.3775 -0.08 0.18 0.07 0.055
H 4.7059 -0.7909 -2.9577 0.11 0.08 -0.17 0.082
C -3.4547 1.0170 -0.3890 0.70 1.42 0.63 -0.243
H -2.2910 5.4270 -1.7792 0.29 -0.18 0.22 0.065
H -1.6091 -3.1575 4.3092 -0.24 -0.21 0.17 0.035
H -0.5923 -0.0329 -6.6052 0.37 -0.49 0.55 0.072
H -0.9801 -3.8319 5.8330 -0.24 0.09 0.08 0.080
C 0.0258 -1.8674 -1.1360 -0.30 1.65 0.31 -0.214
H -6.8239 -2.1967 -0.1239 -0.40 0.56 0.13 0.105
H -3.9607 0.0596 -0.2649 -0.49 -0.14 0.09 0.088
H 8.1711 4.9145 1.1156 0.46 -0.34 -0.40 0.066
N -4.0439 1.9378 -1.3640 0.49 -0.69 0.47 -0.176
H -0.8148 -6.0633 4.6802 -0.30 -0.32 0.38 0.108
H -4.3166 0.0993 -4.3346 0.61 0.13 -0.06 0.063
H 2.9244 -0.2448 -7.0381 -0.06 -0.31 -0.03 0.037
H 3.3091 -0.6532 3.7726 0.41 0.31 0.47 0.105
C -3.0428 -7.0323 5.5107 -0.12 -0.90 1.09 -0.281
C -1.3417 -6.1467 -1.4078 0.75 -1.14 0.27 -0.230
H 1.1578 4.0568 -8.5743 -0.03 0.09 0.19 0.060
H 2.0681 4.2121 -7.0353 -0.64 0.19 0.31 0.066
H -0.8795 3.9446 -8.1416 -0.04 0.15 0.27 0.098
C -2.4553 -7.1943 0.5724 -0.78 -0.25 -1.43 -0.232
C 2.8747 1.9327 3.2841 1.73 2.60 0.26 -0.233
N -2.7691 -5.6233 5.4485 -0.44 0.21 -1.22 -0.165
H -1.1620 -0.8658 -2.7150 -0.09 0.06 0.30 0.057
N -0.2731 2.7327 -6.5429 0.60 0.62 0.34 -0.192
C -3.2508 1.7426 0.9701 -0.45 -0.83 -0.38 -0.076
H 5.6390 2.2902 2.7267 -0.42 0.34 -0.08 0.090
H -5.5213 0.3748 -3.2001 -0.10 -0.24 0.58 0.066
C -1.2238 -2.0202 1.6472 1.18 0.93 -0.26 -0.057
H -4.2084 -5.9120 0.1327 0.20 -0.28 -0.14 0.072
H 4.7347 2.6088 -4.1948 -0.18 0.33 0.41 0.106
H -0.3491 4.3249 -1.1458 -0.12 -0.47 -0.01 0.093
C 4.4409 5.2674 -1.3708 -0.21 0.81 0.29 -0.081
H 1.3881 -0.4239 4.7594 0.12 -0.52 0.09 0.048
H 5.1556 1.3226 -0.8300 -0.46 0.67 -0.81 0.087
C 1.6305 3.8004 6.3119 -0.57 0.34 0.41 -0.087
H 7.4216 1.4013 -5.1048 -0.13 -0.29 0.13 0.074
C -2.2081 5.6727 -2.8379 -1.28 -1.43 0.84 -0.108
C -0.9508 6.3559 -3.1182 2.05 1.28 1.66 -0.270
H 1.6278 -0.5740 7.7350 -0.43 -0.07 -0.60 0.099
H 3.7818 0.0969 -8.4762 0.35 0.67 0.00 0.066
H 7.0490 0.1739 -0.8703 0.07 -0.16 -0.05 0.076
H 2.1233 3.3912 -4.4766 0.12 -0.39 0.16 0.053
C 7.2116 4.4774 0.8392 0.44 0.22 -0.69 -0.068
H 2.6795 3.2745 -8.2552 -0.12 -0.65 -0.34 0.058
H -5.9295 -2.5580 3.9203 -0.30 -0.19 -0.10 0.094
H -2.8965 2.7626 0.8210 0.11 -0.09 -0.11 0.072
H -2.4586 0.7557 -0.7463 0.08 0.00 -0.16 0.089
H 2.0655 3.4336 -2.6702 0.32 -0.14 -0.12 0.058
H 4.0648 3.7523 3.5531 -0.17 0.30 0.15 0.065
H -2.3094 -8.8748 6.3196 -0.29 -0.04 0.41 0.070
N 3.8793 1.1234 2.5825 -1.33 -0.30 0.05 -0.154
H 3.0743 -0.6016 -5.0531 0.17 -0.14 0.10 0.093
H 1.6115 1.7614 -6.5748 -0.27 -0.16 0.06 0.085
C -5.9946 -2.0725 0.5724 -1.71 -0.43 0.11 -0.255
H -0.2676 1.2587 9.3679 0.23 0.22 -0.20 0.067
H -6.9589 3.6775 -1.6704 0.02 0.26 -0.23 0.072
C -1.0696 -3.9913 4.7585 0.46 0.34 0.12 -0.093
H -0.8550 0.1381 8.1472 0.05 -0.21 0.08 0.063
C 3.7494 -0.2714 -3.0145 -0.09 0.37 -0.75 -0.078
H -2.0570 0.7204 -6.7146 -0.49 0.29 0.23 0.067
H -2.7413 -5.0810 0.6846 -0.23 0.31 -0.03 0.049
H 0.7876 3.9624 5.6401 0.18 0.23 -0.23 0.071
C -6.0030 3.3495 -2.0788 0.54 -0.23 0.43 -0.086
H -0.2484 2.1551 -0.2979 -0.15 -0.14 0.18 0.061
H -2.9755 4.7164 -7.1544 -0.08 0.09 0.06 0.067
H 4.5656 4.1253 0.4763 0.09 0.17 0.30 0.092
C 0.4179 -0.4008 5.2555 0.88 1.03 0.34 -0.061
H 1.8955 -0.0641 -0.0071 0.40 0.18 0.34 0.099
H -6.1071 1.4654 -1.0856 -0.16 -0.36 0.34 0.104
H -2.5376 1.1732 1.5660 0.10 0.09 0.11 0.054
H -4.1829 1.7811 1.5339 -0.03 0.08 0.08 0.053
H -8.9084 -2.8915 1.3717 -0.27 0.17 -0.69 0.086
H -1.0230 -7.8633 5.9394 0.07 0.37 -0.38 0.055
H -9.0398 -4.6132 1.4110 0.21 -0.24 0.15 0.075
C 6.7083 2.2140 -4.9669 -0.30 -0.25 0.33 -0.084
H -4.0672 -2.9060 0.6606 0.13 -0.56 0.30 0.053
H 4.3199 -0.8028 0.8626 -0.38 0.12 -0.07 0.068
C -5.4362 2.3244 -1.0683 0.28 0.22 -1.54 -0.231
N -6.4911 -2.4444 1.8971 0.48 0.35 1.28 -0.174
C 7.2357 1.2388 -1.0090 0.71 -0.54 0.21 -0.092
H -5.4476 -0.1236 2.8713 -0.20 -0.20 0.36 0.074
H 6.5610 5.2606 1.2282 -0.71 -0.50 -0.01 0.066
H 5.0285 0.2091 4.8570 0.11 -0.06 0.06 0.072
C -3.9414 -4.8879 4.9145 0.40 1.17 1.85 -0.257
C 3.4590 0.2217 -4.4512 1.26 -0.30 -0.81 -0.219
C 0.6365 4.6361 -3.7285 -0.64 0.04 0.75 -0.274
H -0.8512 6.6873 -4.1518 0.16 -0.10 0.02 0.115
H -0.0445 -3.9038 4.3983 0.05 -0.17 -0.32 0.073
C -4.7784 -0.9579 3.0814 0.13 -1.83 -0.70 -0.056
H -0.3282 -0.5505 4.4751 -0.21 0.02 0.21 0.060
N 1.2930 1.3781 6.8922 1.13 -0.27 0.17 -0.176
C 4.5706 1.0965 -6.5601 -0.14 -1.79 -0.47 -0.225
C -0.2254 -1.4104 -2.5954 -0.39 -0.79 0.18 -0.075
H 2.9980 -0.9966 -2.7022 -0.20 0.25 0.13 0.056
H 4.4874 -1.0129 -7.3587 0.18 0.16 0.43 0.074
C -1.6500 -5.3792 4.5302 0.50 0.54 0.30 -0.247
C 0.3643 5.1371 -1.2854 -0.50 -0.14 -1.07 -0.242
H -4.5145 -2.5016 -0.8885 -0.33 -0.01 -0.43 0.070
N -2.0557 -7.3139 -0.8600 -0.14 -0.35 0.36 -0.192
H 3.0393 1.7795 4.3506 -0.71 -0.24 0.40 0.084
H -4.0664 -0.6224 -2.7350 -0.38 -0.22 -0.02 0.056
C -2.0327 -7.8209 6.3480 0.70 -0.51 -0.66 -0.084
H 3.8930 3.2758 -0.8901 -0.41 -0.02 0.08 0.102
H 7.0452 5.1674 -1.2222 -0.35 -0.11 -0.15 0.102
H 0.7773 6.9478 -0.1058 0.10 0.05 -0.32 0.076
H 1.4514 2.4672 -0.4547 0.26 -0.32 -0.07 0.048
H 5.0178 6.0990 -0.9663 0.30 -0.03 -0.06 0.071
H 0.1947 1.6013 -4.8711 0.00 0.21 0.22 0.100
H 5.9012 0.6728 2.3835 -0.18 -0.43 0.18 0.099
H 0.6733 -6.7545 -0.7423 -0.14 -0.15 -0.18 0.064
H -1.1422 -6.4361 -2.4395 0.10 0.24 -0.15 0.102
H -0.4958 -8.8299 -0.5915 0.24 0.22 0.39 0.102
H 4.7395 5.0842 -2.4030 -0.20 0.22 -0.05 0.079
H -4.7340 -3.1837 2.8195 0.51 0.08 0.00 0.085
C -0.0025 -1.1104 1.2656 -2.44 -0.40 -0.94 -0.230
C 7.0503 4.2139 -0.6940 0.31 -0.26 1.00 -0.223
H -0.0505 5.7249 0.7904 0.05 -0.46 -0.15 0.074
H -1.0751 -8.5758 -2.2111 0.05 0.26 -0.08 0.107
C 0.0470 6.1455 -0.2105 -0.35 0.95 -0.06 -0.086
H 2.2686 4.0304 3.4703 0.26 0.18 0.05 0.058
H -6.1466 2.9971 -3.1003 -0.12 -0.35 0.14 0.062
C -5.1460 -4.9899 5.8562 -0.15 -0.28 -1.05 -0.076
H 0.9711 -2.4073 -1.0812 0.54 0.09 0.14 0.104
C -3.3572 -5.9713 0.8109 1.10 0.14 0.18 -0.085
H 0.6036 1.7091 -8.0741 0.61 -0.62 -0.31 0.113
H -4.3335 -0.9315 4.0762 0.01 0.43 -0.05 0.069
C -7.1606 -3.7296 2.0054 0.37 -0.06 -0.42 -0.293
C 0.9473 2.3167 -7.2370 -0.60 1.17 -0.81 -0.236
H 7.1274 3.5096 1.3337 -0.23 0.28 0.43 0.053
H 6.5844 1.0350 4.6461 0.00 0.00 0.21 0.078
H 2.5242 3.5617 5.7353 -0.10 -0.33 0.24 0.053
H 1.8438 1.7146 3.0050 0.28 -0.45 -0.17 0.090
N -0.0908 -0.7273 -0.1600 1.00 0.80 0.01 -0.151
H -3.0876 -8.0547 0.7914 0.30 -0.25 0.06 0.098
H -5.2077 -3.9784 -0.2163 -0.18 0.15 0.21 0.067
H -4.0027 -7.2327 5.9868 -0.08 0.42 0.16 0.099
C 5.2610 1.3048 2.9990 0.09 0.55 0.15 -0.269
C -8.3608 -3.8049 1.1395 -1.31 0.17 -0.24 -0.106
C -0.6731 1.8164 -5.4947 -0.67 0.26 -0.24 -0.279
H -5.8985 -4.2522 5.5774 -0.01 0.05 -0.08 0.055
C -1.3351 3.3097 -7.3817 -0.32 0.23 1.74 -0.204
H -0.8859 7.2256 -2.4644 -0.32 0.62 -0.41 0.101
C 3.9346 -0.0749 -7.4107 -0.77 0.68 0.80 -0.079
H -1.8699 -7.4773 7.3696 -0.61 0.10 0.01 0.076
H -4.0556 2.3458 -3.3441 -0.11 0.12 -0.26 0.087
H 2.6550 0.9573 -4.4737 -0.17 0.49 0.30 0.084
H 0.3487 -1.1611 6.0335 -0.05 -0.09 -0.23 0.063
H 4.0449 2.0457 -6.6640 -0.35 0.18 -0.31 0.094
H -1.1433 -2.9742 1.1262 -0.03 -0.33 0.71 0.054
C 3.4288 -0.2421 2.7702 -0.26 -0.89 -2.26 -0.298
C -4.4397 0.2551 -3.2629 0.07 0.31 0.21 -0.067
H -1.8736 -10.6980 -1.4760 0.01 -0.06 0.17 0.068
C 1.3172 0.4282 8.0303 -0.47 0.68 -0.41 -0.253
C -1.2809 0.5284 -5.9737 -0.28 -0.47 -1.19 -0.078
H 0.5343 -0.8358 -3.1254 0.31 0.04 0.51 0.047
H 7.5224 1.3752 -2.0518 -0.21 0.23 -0.05 0.068
H 5.2067 -1.3633 2.2253 0.06 -0.29 0.13 0.065
C 6.0010 1.9555 -0.5600 -0.48 1.15 0.20 -0.242
H -3.0555 3.4343 -5.9650 0.05 -0.14 -0.04 0.057
H -3.7423 -5.9335 1.8300 0.05 -0.19 0.05 0.048
H 5.6516 1.3032 -3.3528 -0.36 0.16 0.00 0.075
C 4.1896 -1.1955 1.8710 0.91 -0.42 0.38 -0.085
H 1.1388 0.3992 -1.4674 -0.19 -0.36 -0.17 0.082
H -2.1720 -1.5789 1.3398 0.16 0.30 -0.18 0.047
H 1.3527 4.7261 -1.0796 0.07 0.01 -0.42 0.078
H -3.6443 -3.8393 4.9028 0.12 0.10 -0.12 0.095
C -3.7321 1.5145 -2.7177 -1.34 0.78 -1.43 -0.264
H 2.1282 0.6445 8.7256 0.02 0.75 -0.03 0.107
H -0.6745 1.0860 6.2908 -0.55 0.68 -0.46 0.098
H 0.5999 -5.0493 -1.0763 -0.23 0.14 -0.17 0.054
H -0.1614 -0.2113 1.8611 0.40 0.27 -0.08 0.097
H -5.7371 -1.0137 0.6012 0.21 -0.10 -0.10 0.096
```
Forces are in eV/Å.